ORCA calculation (ωB97M-V with the def2-TZVPD basis set) on an isolated molecule of C5H8N2.

XYZ file:
```
15
Properties=species:S:1:pos:R:3:lowdin_charge:R:1
C 0.28494 -1.48408 -0.40263 0.044
C 1.72230 -0.07376 0.28254 -0.118
N 0.25338 0.23936 0.08666 -0.263
C -0.73719 0.57559 1.03015 -0.069
C -1.74447 1.15563 0.33687 -0.120
N -1.40216 1.31138 -1.00736 0.084
C -0.22165 0.79421 -1.11088 -0.191
H 0.81041 -1.65820 -1.33424 0.068
H 0.64713 -2.11278 0.40337 0.074
H -0.80706 -1.56182 -0.51158 0.081
H 2.28523 0.85781 0.17050 0.022
H 1.80787 -0.44490 1.30559 0.026
H -0.62070 0.29256 2.06564 0.121
H -2.70503 1.49445 0.70346 0.100
H 0.37972 0.72352 -2.00892 0.140
```

Calculated values
Orbital gap (alpha / beta) in eV: 6.904 / 6.906
HOMO energy (alpha / beta) in eV: -6.95 / -6.96
Spin multiplicity: 1


ORCA calculation (ωB97M-V with the def2-TZVPD basis set) on a cluster of 10 separate species, C70H153N7O10 in total.

XYZ file:
```
240
Properties=species:S:1:pos:R:3:lowdin_charge:R:1
C 5.24795 4.47796 -4.01450 -0.033
C 4.15435 4.26336 -2.95908 -0.459
C 3.66427 2.77636 -2.75169 -0.001
C 4.76880 4.73525 -1.62384 -0.116
C 3.65393 5.05590 -0.55745 -0.177
C 2.64618 5.98336 -1.18497 -0.128
C 1.97145 5.49918 -2.54884 -0.454
C 0.92986 4.39660 -2.36095 -0.027
C 1.22730 6.78787 -3.11042 -0.025
N 3.06642 5.14847 -3.39165 -0.194
O 2.72891 4.95329 -4.65678 0.001
H 4.92595 4.12503 -4.99422 0.080
H 5.57993 5.50899 -4.13642 0.088
H 6.11129 3.87280 -3.73785 0.082
H 3.29173 2.64489 -1.73580 0.054
H 2.91062 2.55932 -3.50865 0.071
H 4.50048 2.07751 -2.77307 0.066
H 5.42894 3.96418 -1.22665 0.094
H 5.26951 5.69505 -1.75101 0.117
H 3.21883 4.11844 -0.21110 0.078
H 4.09812 5.54759 0.30802 0.110
H 3.00793 7.01112 -1.21590 0.111
H 1.90162 6.08403 -0.39528 0.113
H -0.06335 4.68416 -2.01608 0.079
H 1.30788 3.74506 -1.57310 0.049
H 0.88822 3.74811 -3.23607 0.084
H 1.73648 7.73621 -2.93871 0.072
H 0.34956 6.88880 -2.47208 0.067
H 0.78862 6.72635 -4.10635 0.075
H 3.21810 5.66505 -5.07594 0.116
C 5.18718 1.73421 2.98645 -0.020
C 6.35740 1.61626 1.96616 -0.435
C 6.72388 3.02697 1.44618 -0.031
C 7.55488 0.93509 2.73650 -0.120
C 8.68286 0.38177 1.84758 -0.209
C 8.17342 -0.49272 0.78799 -0.169
C 6.99830 0.10217 -0.07570 -0.413
C 7.54629 1.13752 -1.16719 -0.007
C 6.31024 -1.16517 -0.72955 -0.019
N 5.96406 0.65294 0.83895 -0.125
O 4.78611 0.97679 0.18337 -0.025
H 5.40610 2.37865 3.83784 0.088
H 4.48203 2.30136 2.37883 0.065
H 4.70263 0.78789 3.22689 0.069
H 6.85392 3.75033 2.25112 0.081
H 7.62322 3.23476 0.86644 0.070
H 5.91113 3.37804 0.81034 0.057
H 8.03647 1.70270 3.34226 0.112
H 7.21617 0.13009 3.38868 0.109
H 9.30864 1.18402 1.45656 0.111
H 9.32554 -0.22866 2.48196 0.113
H 7.92789 -1.48227 1.17350 0.114
H 9.02132 -0.74373 0.15069 0.119
H 8.12959 0.60758 -1.92020 0.074
H 8.20980 1.94263 -0.85153 0.061
H 6.70103 1.61989 -1.65807 0.055
H 6.11013 -1.96368 -0.01509 0.069
H 7.14182 -1.61748 -1.26991 0.072
H 5.60622 -0.98091 -1.54103 0.067
H 4.16761 0.32749 0.52611 0.071
C -2.34735 -1.32767 0.91443 -0.026
C -1.36364 -0.33162 0.23218 -0.483
C -0.39892 -1.11882 -0.68195 -0.015
C -2.22692 0.62480 -0.61953 -0.123
C -1.46548 1.89413 -1.00828 -0.167
C -0.84822 2.59992 0.24134 -0.105
C 0.03261 1.67371 1.12916 -0.434
C 1.43955 1.62348 0.57943 -0.041
C 0.16372 2.32162 2.56084 -0.019
N -0.63233 0.32399 1.33894 -0.064
O 0.02169 -0.61767 2.19678 -0.026
H -2.93081 -0.91725 1.73859 0.083
H -2.90555 -1.78856 0.09951 0.081
H -1.81811 -2.14642 1.40192 0.044
H 0.38775 -0.43657 -1.00410 0.067
H 0.13779 -1.94076 -0.20819 0.073
H -1.02555 -1.49720 -1.48958 0.079
H -2.75076 0.19261 -1.47212 0.111
H -2.84875 1.00843 0.18934 0.099
H -0.71174 1.63397 -1.75145 0.089
H -2.06769 2.63655 -1.53196 0.100
H -1.70700 2.96990 0.80144 0.089
H -0.32052 3.52005 -0.00963 0.099
H 2.11259 2.44556 0.82298 0.071
H 1.45825 1.53581 -0.50687 0.070
H 1.95577 0.77609 1.03058 0.067
H 0.73090 3.25213 2.58462 0.084
H 0.66287 1.64200 3.25153 0.075
H -0.78214 2.44703 3.08782 0.058
H -0.36105 -0.47826 3.06608 0.065
C -5.98847 1.65604 -5.57387 -0.016
C -5.22632 1.20614 -4.24964 -0.463
C -3.74041 0.95035 -4.62150 -0.042
C -5.22642 2.37345 -3.25419 -0.142
C -6.51103 2.53507 -2.45171 -0.179
C -6.81107 1.26223 -1.70893 -0.124
C -7.02023 0.06298 -2.70496 -0.470
C -6.93541 -1.21536 -1.93366 -0.067
C -8.38561 0.04454 -3.52311 -0.010
N -5.85738 0.03944 -3.60530 -0.139
O -5.76623 -1.06647 -4.42020 -0.006
H -5.76750 0.99924 -6.41522 0.073
H -7.06638 1.77516 -5.46422 0.062
H -5.66704 2.64398 -5.90366 0.073
H -3.66089 0.36011 -5.53441 0.074
H -3.25061 1.85878 -4.97212 0.090
H -3.17092 0.47351 -3.82376 0.065
H -4.38152 2.20607 -2.58619 0.100
H -5.00871 3.28554 -3.80990 0.118
H -6.42458 3.35136 -1.73457 0.105
H -7.33026 2.84660 -3.09972 0.113
H -7.76841 1.40517 -1.20777 0.123
H -6.05603 1.02730 -0.95872 0.102
H -7.68008 -1.22720 -1.13778 0.086
H -6.04367 -1.35261 -1.32204 0.080
H -7.04383 -2.15673 -2.47232 0.085
H -8.57734 0.98024 -4.04829 0.058
H -9.22983 -0.12524 -2.85487 0.074
H -8.42243 -0.77606 -4.23961 0.079
H -4.99710 -1.53845 -4.09267 0.105
C -4.87702 2.36788 6.24718 -0.028
C -3.40366 2.27420 6.78970 -0.443
C -2.45847 2.49514 5.59730 -0.043
C -3.30285 3.43503 7.77241 -0.157
C -1.99716 3.44270 8.62924 -0.160
C -1.86004 2.12385 9.43155 -0.140
C -1.98495 0.85166 8.53381 -0.448
C -0.53679 0.75245 7.91366 -0.024
C -2.15522 -0.31220 9.52964 -0.044
N -3.12145 0.98188 7.55334 -0.074
O -3.31378 -0.19730 6.79856 -0.022
H -5.52960 1.77955 6.89224 0.079
H -5.30339 3.37034 6.28457 0.082
H -5.00230 2.01044 5.22510 0.060
H -2.27791 1.67622 4.90098 0.069
H -2.59248 3.34530 4.92843 0.083
H -1.42922 2.66621 5.91268 0.065
H -3.33793 4.37017 7.21350 0.119
H -4.16994 3.51965 8.42746 0.117
H -1.24816 3.64303 7.86310 0.093
H -2.02508 4.31295 9.28497 0.107
H -2.65171 2.13308 10.18073 0.112
H -0.92727 2.19540 9.99095 0.118
H 0.14094 0.42147 8.70057 0.076
H -0.10983 1.68091 7.53448 0.076
H -0.40979 -0.11515 7.26618 0.060
H -2.34336 -1.29690 9.10179 0.075
H -3.01170 -0.05558 10.15310 0.077
H -1.38473 -0.37156 10.29835 0.088
H -3.99730 -0.58458 7.35029 0.110
C 3.53624 -0.54772 -4.04610 -0.040
C 2.14740 -1.11182 -4.38783 -0.482
C 1.85562 -2.22040 -3.36662 -0.030
C 1.11940 0.09733 -4.27259 -0.092
C -0.28366 -0.33623 -4.71982 -0.205
C -0.29994 -0.87365 -6.14350 -0.130
C 0.76829 -2.02095 -6.41165 -0.404
C 0.27265 -3.46411 -5.94301 -0.019
C 0.96407 -2.10784 -7.95221 -0.042
N 2.09858 -1.63383 -5.74529 -0.129
O 3.09405 -2.55854 -5.99129 -0.002
H 3.82505 0.03591 -4.92020 0.092
H 3.59889 -0.01067 -3.09965 0.064
H 4.35034 -1.26679 -3.95505 0.077
H 2.28429 -3.19102 -3.61610 0.082
H 2.11458 -1.90833 -2.35486 0.084
H 0.78980 -2.43535 -3.28967 0.049
H 1.08520 0.68748 -3.35681 0.098
H 1.44001 0.76502 -5.07228 0.118
H -0.79153 -1.11197 -4.14676 0.096
H -0.98088 0.50074 -4.75814 0.088
H -0.12411 0.01591 -6.74838 0.113
H -1.30670 -1.21022 -6.39100 0.114
H 0.01869 -3.57971 -4.88934 0.037
H 1.10403 -4.15368 -6.08931 0.075
H -0.60597 -3.64408 -6.56247 0.082
H 1.12738 -1.08363 -8.28749 0.078
H 0.03603 -2.43272 -8.42263 0.078
H 1.77014 -2.75075 -8.30579 0.080
H 2.71268 -3.30936 -5.53038 0.061
C -3.15276 -8.25332 -2.32693 -0.041
C -1.77859 -7.68889 -1.91650 -0.435
C -0.72796 -8.85338 -1.64136 -0.021
C -1.25007 -6.75439 -3.10197 -0.099
C -0.08646 -5.77353 -2.69566 -0.153
C -0.58484 -5.00663 -1.47342 -0.153
C -0.94489 -5.86412 -0.26493 -0.527
C 0.27935 -6.40132 0.40076 -0.022
C -1.68248 -4.89996 0.67802 -0.042
N -1.94284 -6.86361 -0.68291 -0.145
O -2.47324 -7.58583 0.34515 -0.014
H -3.93642 -7.53651 -2.57221 0.082
H -2.98698 -8.86424 -3.21428 0.084
H -3.57605 -8.82509 -1.50109 0.073
H 0.31184 -8.52989 -1.59363 0.062
H -1.06806 -9.45864 -0.80106 0.078
H -0.79276 -9.60099 -2.43193 0.070
H -0.73685 -7.37159 -3.83938 0.107
H -2.02056 -6.15548 -3.58752 0.110
H 0.83391 -6.34980 -2.60113 0.107
H 0.10319 -4.99327 -3.43276 0.070
H -1.36406 -4.28720 -1.72507 0.119
H 0.19123 -4.39279 -1.01625 0.106
H -0.02830 -6.95308 1.28902 0.093
H 0.95708 -5.61904 0.74254 0.082
H 0.85286 -7.08267 -0.22769 0.069
H -2.60492 -4.54133 0.22131 0.089
H -1.01682 -4.11645 1.04013 0.068
H -2.04261 -5.36963 1.59334 0.078
H -3.41464 -7.42095 0.25463 0.106
C 2.36474 -3.14283 3.13383 -0.035
C 3.26136 -1.92459 2.84036 -0.484
C 4.74477 -2.18675 2.74429 -0.051
O 2.88122 -1.53527 1.54879 -0.073
H 1.29956 -2.92247 3.20414 0.061
H 2.68318 -3.65906 4.03948 0.077
H 2.51264 -3.86341 2.32947 0.078
H 3.08172 -1.08921 3.51710 0.130
H 5.12328 -2.61773 3.67115 0.083
H 5.34766 -1.31327 2.49599 0.048
H 4.97740 -2.91744 1.96964 0.081
H 1.92539 -1.45162 1.58018 0.041
C -1.99954 -3.13815 4.71900 -0.068
C -0.98418 -2.27762 5.47706 -0.287
O -1.05952 -0.93434 5.01733 -0.111
H -1.63812 -3.41915 3.72980 0.050
H -2.92709 -2.63140 4.45262 0.077
H -2.21017 -4.06879 5.24592 0.073
H 0.03389 -2.66644 5.45600 0.109
H -1.29585 -2.26204 6.52144 0.095
H -1.75006 -0.49967 5.52312 0.031
C -4.21806 2.79436 2.35104 -0.092
C -5.44310 2.88929 1.50154 -0.330
O -5.87252 4.22276 1.43781 -0.067
H -3.77409 1.79893 2.36074 0.072
H -4.54070 2.99857 3.37197 0.050
H -3.40456 3.50469 2.20355 0.073
H -6.33646 2.45531 1.95063 0.124
H -5.24627 2.44403 0.52629 0.086
H -5.22309 4.65038 0.87480 0.081
```

Calculated values
Orbital gap in eV: 8.180
HOMO energy in eV: -7.83
SMILES: CC1(C)CCCC(C)(C)N1O.CC1(C)CCCC(C)(C)N1O.CC1(C)CCCC(C)(C)N1O.CC1(C)CCCC(C)(C)N1O.CC1(C)CCCC(C)(C)N1O.CC1(C)CCCC(C)(C)N1O.CC1(C)CCCC(C)(C)N1O.CC(C)O.CCO.CCO
Spin multiplicity: 1


ORCA calculation (ωB97M-V with the def2-TZVPD basis set) on an isolated molecule of C5H11NO.

XYZ file:
```
18
Properties=species:S:1:pos:R:3:lowdin_charge:R:1
C 2.77674 0.47259 -0.21409 -0.083
N 1.53186 -0.22977 -0.47477 0.002
C 0.50079 -0.07345 0.41564 -0.488
O 0.70488 0.14749 1.59746 0.068
C -0.89955 -0.08981 -0.19819 -0.360
C -1.57421 -1.46103 -0.11968 -0.064
C -1.73252 0.99454 0.48599 -0.071
H 2.56972 1.52057 0.04264 0.089
H 3.38363 0.44148 -1.12127 0.081
H 3.33279 0.02539 0.61153 0.083
H 1.27359 -0.32085 -1.44481 0.122
H -0.79042 0.17864 -1.25819 0.128
H -1.73801 -1.75286 0.92280 0.088
H -0.97463 -2.23964 -0.60441 0.079
H -2.54726 -1.42119 -0.62278 0.079
H -2.72041 1.06843 0.01980 0.080
H -1.85172 0.76656 1.54897 0.084
H -1.24527 1.97290 0.41336 0.084
```

Calculated values
Orbital gap in eV: 10.437
HOMO energy in eV: -9.55
SMILES: CNC(=O)C(C)C
Spin multiplicity: 1


ORCA calculation (ωB97M-V with the def2-TZVPD basis set) on an isolated molecule of C3H4N2O.

XYZ file:
```
10
Properties=species:S:1:pos:R:3:lowdin_charge:R:1
O 2.04915 -0.08249 -0.28483 0.043
C 0.69775 0.03941 -0.20002 -0.338
C -0.03907 1.22385 -0.43646 -0.098
N -1.31623 1.05379 -0.13258 0.022
N -1.42214 -0.22975 0.22577 -0.057
C -0.22929 -0.88996 0.20099 -0.054
H 2.30419 -0.84077 0.25477 0.107
H 0.31424 2.16730 -0.83360 0.111
H -2.20951 -0.49409 0.79479 0.146
H -0.14908 -1.94727 0.41116 0.118
```

Calculated values
Orbital gap in eV: 9.534
HOMO energy in eV: -8.76
SMILES: Oc1cn[nH]c1
Spin multiplicity: 1